# 1
247
Properties=species:S:1:pos:R:3:forces:R:3 method="wB97M-V/def2-TZVPD" lumo_energy_ev=1.9 e_homo_ev=-7.67 total_charge=-1 total_energy_ha=-4810.325019 gap_ev=9.5
O 0.964294 1.329689 -0.253804 0.9 -0.6 0.0
O -1.294022 0.940130 -1.151165 -0.4 0.4 0.2
O -2.115514 6.892921 -1.371983 -0.2 -0.8 1.0
O 3.455218 -2.929953 -1.752376 0.0 0.0 0.2
O 5.498958 3.132299 -3.221131 0.1 0.1 -0.7
O 1.421346 -2.105416 0.291349 0.0 0.6 -0.4
O -6.223040 1.364836 -1.354975 0.4 -1.5 0.9
O 6.178388 -1.970544 1.838283 -0.4 -0.9 -1.3
O 6.009539 -2.430558 -0.878259 0.4 0.1 -0.3
O 1.891948 -1.766972 -8.027678 0.6 -0.1 -1.2
O -3.386058 1.799737 -1.393793 0.0 -0.3 -0.5
O -2.017423 -3.335693 -2.931072 -0.6 -0.1 1.7
O -0.186469 4.649965 2.368336 -0.4 0.3 0.4
O 2.474095 3.639599 3.337407 -0.3 2.2 -0.4
O -6.567773 -0.513028 2.958615 0.0 -0.6 0.2
O -4.574262 -2.518779 -2.988127 -0.6 0.5 -0.3
O -3.039668 2.616907 1.310806 -0.6 0.4 0.6
O -0.662318 -0.026295 5.020961 0.4 -0.7 -0.4
O 0.214383 -1.712276 -4.324994 -0.4 1.3 0.8
O -3.113643 0.916576 5.008783 0.3 -0.2 -0.2
O 6.631123 3.826013 -0.768258 0.6 -0.5 -0.5
O 1.570358 -7.009616 -0.052001 1.2 0.4 0.1
O -5.033522 -2.662707 2.325371 -1.4 0.4 -0.6
O 2.995579 0.166491 -0.515411 -1.7 1.4 0.4
O -1.750792 5.457636 -3.904721 0.4 0.6 -0.8
O -7.451824 -1.816531 0.674640 0.3 -0.7 -0.5
O -5.112026 1.736859 3.607155 -0.1 1.9 -0.8
O 3.935455 2.277696 -5.662266 -0.3 0.5 -0.3
O -0.151270 5.548797 -0.253534 0.0 -0.5 0.1
O 1.535559 1.511320 5.068842 -0.4 -0.5 0.3
O 6.481807 -3.786974 4.037314 -0.6 0.9 -0.8
O -0.226065 -0.621277 0.337509 -2.2 0.8 0.3
O 0.488430 -6.410876 2.433392 -0.6 0.8 1.3
O -1.089967 1.560708 1.103951 1.9 -0.9 0.5
C -3.433555 6.794810 -0.836380 -0.8 -1.3 -0.4
C 0.511814 -1.686419 -7.748819 0.5 0.3 0.4
C 7.856464 -5.539623 3.213914 -0.2 -0.6 -1.9
C -2.319126 4.198648 -3.634851 1.1 0.9 0.1
C 3.541393 -2.504727 -4.131080 -0.9 -1.8 -2.0
C -5.703990 2.810656 2.836418 2.3 0.5 -0.5
C -4.983940 4.089649 3.161276 0.9 1.5 0.5
C -3.709577 -2.238782 2.060487 0.7 -0.9 -1.0
C -7.646190 3.160276 -1.937257 0.8 0.1 0.5
C 1.113032 5.119992 -2.280337 -2.2 -0.9 0.8
C 5.183348 0.745324 -2.991517 -3.1 0.4 0.0
C 2.753728 -6.196998 -0.249616 0.5 -0.5 1.9
C -3.733370 -1.148359 0.999643 0.9 1.1 -0.2
C -0.809145 -0.860203 3.845173 0.6 -1.1 1.2
C 4.917924 0.382884 -6.804082 0.6 1.1 -0.9
C -2.133164 -3.507778 -1.462249 -0.7 -0.6 -0.4
C -2.240973 1.975950 0.707837 -0.4 0.4 -0.9
C 0.979368 -0.984015 0.165145 2.3 -0.5 0.2
C 0.327814 -6.586330 4.912138 0.6 -0.8 -1.3
C 2.858903 -3.240585 -3.023745 0.1 0.6 1.1
C -7.640587 -1.576241 -1.871037 -1.2 -0.9 2.4
C 0.040876 -0.474822 -3.539934 0.4 -1.4 -0.2
C -0.048842 -2.959611 -7.178105 -0.3 0.0 0.9
C 7.079384 -4.587989 -0.819554 -1.9 0.1 0.0
C -1.354461 3.943909 4.364427 -0.2 -0.7 -0.6
C 3.436212 -6.527335 -1.532972 0.3 -0.4 -1.4
C -3.597928 -0.871006 -4.509885 0.6 -0.6 0.1
C -8.212703 -2.160846 -0.497039 0.3 -0.2 -0.7
C -3.750219 1.247804 6.209508 -1.3 2.0 0.6
C -1.055568 -4.429942 -0.940162 0.5 -0.8 0.6
C 1.915991 0.806401 7.389300 -0.8 -0.1 -0.3
C 1.066900 0.550652 -3.967886 -1.1 -0.1 -0.2
C 7.642197 2.796754 -0.506541 -1.5 0.3 0.0
C -1.287034 4.975058 3.269344 0.8 -1.2 -1.0
C 3.022253 3.291149 2.083601 -0.6 0.1 -0.5
C 0.153802 4.521201 -1.192235 0.4 -0.5 -1.3
C 2.482347 0.990476 5.967548 1.6 -1.0 -0.3
C -4.128620 -1.167176 -3.125899 0.8 0.4 -0.5
C 0.483375 -1.749986 3.643365 -1.4 0.5 1.5
C 1.031724 -6.954093 3.627297 0.1 -2.7 -1.2
C 3.547095 4.493052 1.338038 -0.6 0.7 0.1
C 6.440980 -5.117635 3.556154 -0.1 0.4 0.1
C -7.334325 -0.613617 5.273808 -0.7 1.9 0.1
C -7.599233 -0.975782 3.845142 -0.1 -0.7 -0.8
C 3.668988 1.292821 -6.684448 1.9 -0.6 2.1
C -2.904601 2.008132 7.232850 0.2 -1.6 1.0
C -3.262076 3.834396 -4.747504 1.1 -1.4 0.3
C 4.914623 -1.288375 1.739686 0.5 0.5 0.2
C -6.246401 2.726962 -1.460249 -0.6 2.6 -0.6
C 7.004979 1.738428 0.440677 2.3 0.3 0.5
C 4.689736 2.155481 -2.579732 -0.3 -1.4 -1.5
C -2.399418 1.565380 -0.756076 -0.1 0.0 -0.1
C 1.824113 0.299632 -0.213215 0.5 -1.8 -0.7
C 6.933448 -3.263955 -1.562827 -0.2 -0.4 0.1
C -4.395224 7.426944 -1.827617 0.6 0.0 -0.2
C 4.783807 -0.408939 2.958229 1.8 -0.3 1.0
B -0.399462 0.822083 0.018395 0.0 0.0 0.1
H 3.623787 2.299439 -2.758087 -0.2 -0.1 -0.9
H -4.044014 7.151803 -2.850137 -0.2 0.5 0.7
H 2.922023 -2.331758 -1.200025 -0.1 -0.2 -0.2
H 0.910109 -8.103224 3.554393 0.4 1.4 0.0
H -4.046249 -1.396298 -0.012008 -0.2 -0.9 0.0
H -5.322574 4.556266 4.128189 0.5 -0.4 -0.8
H -7.741204 2.783134 -2.947106 -0.4 -0.2 -0.2
H 2.114667 -6.781138 3.669860 -0.1 0.2 0.2
H 4.662004 2.266045 -1.527267 1.0 0.3 1.2
H -3.202119 -1.884693 2.975413 -0.7 -0.1 -0.4
H -0.092933 5.189153 0.657655 -0.1 0.1 0.0
H -0.398934 3.918088 4.844113 0.7 0.0 0.7
H -0.718844 -6.562077 4.715353 -0.9 0.1 0.0
H -9.231327 -1.841943 -0.294367 -0.3 0.2 -0.4
H 6.552678 -3.518239 -2.545162 -0.3 0.1 -0.4
H 0.679190 -5.635409 5.223322 0.2 0.7 0.9
H 4.619267 0.034925 -2.366552 0.1 0.0 -0.3
H 3.409080 -1.439341 -4.123389 0.0 0.4 0.3
H -3.586706 1.291944 4.225254 -0.1 0.0 0.7
H -2.151011 4.922108 2.621433 -0.3 0.2 0.0
H 5.123660 -2.684717 -1.200288 -0.2 0.2 0.0
H -8.256806 -2.090025 -2.604489 0.4 0.1 -0.6
H 2.284406 2.768632 1.437175 0.3 0.1 0.5
H 4.281408 -5.890486 -1.710971 0.5 0.6 0.2
H -2.786247 4.259697 -2.674218 -0.8 -0.2 0.7
H 7.815743 0.947800 0.655890 -1.4 1.0 -0.1
H -2.767845 3.950894 -5.710242 -0.1 0.5 -0.1
H 2.006533 0.165669 -4.359204 0.3 -0.2 1.0
H -3.826431 5.770018 -0.753300 0.8 -0.5 0.0
H -8.478815 2.800616 -1.312139 0.4 0.2 -0.1
H -3.372387 -1.039799 -2.391386 1.1 -0.1 0.6
H -5.406334 1.194462 -0.869873 0.1 -0.5 -0.2
H -1.709733 6.010290 -3.121199 -0.2 0.1 0.5
H -3.882174 3.989397 3.121168 -0.6 -0.5 0.6
H -4.144488 0.375574 6.751733 0.0 -0.1 -0.5
H 5.004244 -0.729350 0.814251 -0.7 0.3 -0.1
H 0.759955 0.926260 5.207008 -0.4 0.3 -0.8
H -1.175083 5.966480 3.675418 0.1 0.5 0.1
H 3.511952 4.282900 0.270050 0.5 -0.1 -0.1
H -1.111038 -2.772205 -6.991408 0.0 -0.2 0.4
H -4.605677 1.972570 5.998675 0.7 -1.2 0.1
H 2.990913 -2.915755 -5.046440 0.8 0.7 0.7
H 7.884063 -6.606444 2.931905 0.1 0.2 0.2
H -0.375877 -2.354704 -3.901643 -0.2 -0.1 -0.1
H -4.777723 -0.353860 -2.893351 -1.7 0.0 0.4
H 0.549319 -7.458638 5.532309 0.0 0.7 0.7
H 1.950809 5.487283 -1.764076 1.3 0.5 0.3
H -8.082184 -1.083582 5.929456 0.5 0.2 0.0
H 0.212315 -2.566941 2.901484 0.8 1.0 0.9
H 6.014135 -5.052507 -0.791873 1.9 0.5 0.0
H 2.405136 0.033664 8.002861 0.2 0.4 -0.3
H 0.074307 -1.525565 -8.735962 -0.2 0.4 0.2
H -1.050342 -0.228417 3.002775 0.0 0.0 -0.4
H -5.566225 -2.457548 1.506296 0.5 -0.7 0.8
H -6.316836 -0.706713 5.578652 0.8 -1.1 0.3
H -4.415049 -0.302991 1.251579 0.7 -0.4 0.4
H -1.518507 0.424091 5.164930 0.0 -0.1 -0.3
H 8.538929 3.298318 -0.071724 -0.7 -0.4 -0.2
H 3.919144 0.209089 3.101650 -0.7 0.2 -0.5
H 1.008690 -6.593341 -0.686254 -1.4 0.0 -0.5
H 6.183288 0.639075 -2.683160 1.5 -0.2 -0.3
H -0.032869 -4.026172 -1.080252 -0.5 0.0 -0.1
H -1.510305 6.328808 -0.797924 -0.2 0.8 -0.5
H -1.627706 -1.585225 4.051077 0.3 0.6 -0.2
H -3.519362 7.144053 0.200526 0.2 0.6 -0.3
H 8.292055 -4.999202 2.324642 -0.5 -0.2 1.0
H 8.456084 -5.379382 4.090057 0.5 0.1 0.3
H 1.326852 -1.081938 3.360133 -0.4 -0.8 0.0
H 3.298255 1.714002 5.897620 0.2 -0.1 0.6
H 2.842421 5.347408 1.462639 0.5 -0.4 0.2
H 6.215086 3.716505 -1.664916 1.0 0.0 0.9
H -6.709559 2.929971 3.112318 -1.6 -0.2 0.1
H 6.200536 -2.347617 0.900815 0.6 0.4 1.3
H -7.390213 0.498202 5.349425 -0.6 -0.5 0.1
H 7.773046 -5.206153 -1.350726 0.3 -0.7 -0.3
H 0.623645 5.860365 -2.863431 -0.5 1.3 0.0
H -2.675279 -1.485847 -4.669708 -0.7 0.7 -0.3
H 2.898055 -4.324416 -3.100417 0.2 0.0 -0.4
H -4.375021 -1.159337 -5.234664 0.3 0.2 -0.1
H 3.816980 2.650502 2.351450 1.1 -1.2 -0.5
H -6.591543 -1.808878 -1.858951 0.4 -0.4 -0.5
H -0.776280 4.066344 -1.658701 0.9 0.7 0.6
H -5.910159 3.274639 -0.529164 -0.5 -0.7 -0.7
H 7.922712 2.289173 -1.445677 0.1 0.3 0.2
H 7.411059 -4.467877 0.204863 0.1 0.1 0.2
H -3.270201 2.755862 -4.613499 -1.1 -0.4 -0.3
H 1.067298 1.278206 -3.155037 0.8 0.2 -0.2
H 5.865330 0.966881 -6.912474 -0.8 -0.2 -0.2
H 3.376868 -6.349867 0.682450 -0.4 0.0 -1.2
H -7.670553 -2.089867 3.721078 -0.2 0.9 0.1
H 4.576432 -2.804858 -4.224229 0.4 0.2 0.0
H -1.005474 -0.086897 -3.628350 0.9 -0.3 0.1
H 0.380948 -0.829780 -7.055650 -0.5 -0.4 -0.4
H -7.489169 -0.869888 0.862263 -0.1 -0.1 -0.1
H 1.904999 1.774326 7.903642 0.0 -0.3 0.1
H -2.955584 -3.143508 -3.174867 0.8 -0.2 0.0
H 1.338864 4.444482 -3.071537 0.6 -1.2 -0.2
H -1.472288 3.484297 -3.480365 -0.7 0.0 -0.6
H -4.349317 8.476841 -1.626661 -0.1 0.9 -0.6
H 6.375185 -3.131059 3.287833 0.2 -0.8 0.6
H 4.119122 -2.023207 1.690259 -0.4 -0.1 -0.2
H -5.432070 7.109441 -1.736210 0.0 -0.2 0.3
H 0.251062 -0.701783 -2.484822 -0.4 -0.2 -0.1
H -0.017238 -3.765114 -7.888624 0.3 -0.4 -0.4
H 5.658046 -5.283351 2.776527 0.8 0.3 0.1
H 6.109084 -5.719638 4.396621 -0.1 -0.2 0.2
H -5.059102 4.844258 2.356896 -0.8 -0.2 0.3
H 1.037987 -6.649343 1.688902 0.2 -0.3 -0.6
H 7.867752 -2.734760 -1.786272 -0.1 0.0 0.6
H 4.898385 0.537327 -4.071963 0.9 0.3 1.4
H 4.562698 4.756054 1.658638 -0.3 0.1 -0.2
H -8.534962 -0.484522 3.514659 0.3 -0.5 0.1
H -1.165147 -4.561364 0.173893 0.0 0.1 -1.0
H -5.170362 -2.672951 -3.730816 -0.1 -0.2 0.1
H -2.027930 1.451181 7.603300 -0.1 0.0 -0.5
H -2.596761 2.983650 6.979755 0.4 1.1 -0.7
H -3.412412 0.217921 -4.573143 0.1 -0.6 -0.2
H 2.423770 -1.857816 -7.248489 0.1 -0.1 0.8
H -5.545329 0.949050 3.315622 -0.7 -1.5 -0.2
H -6.043020 -1.331763 2.765010 0.1 0.8 0.2
H -3.520504 2.110194 8.130452 -0.2 0.1 0.0
H -3.173980 -3.961573 -1.222720 1.6 0.9 -0.4
H -8.288885 -3.298597 -0.584713 0.6 1.5 0.4
H 3.374337 1.736020 -7.595186 -0.2 0.5 -1.1
H 0.594875 4.374902 2.878983 0.1 0.1 0.0
H -7.611171 4.248559 -2.002087 -0.4 0.1 0.1
H -4.237697 4.305763 -4.712431 0.0 0.0 0.0
H 6.657607 2.226901 1.382935 0.3 -0.5 -0.7
H 0.657746 -2.163554 4.724144 0.0 0.4 -2.1
H -2.692216 -0.790609 0.842000 -0.6 0.1 0.3
H 2.073227 2.873519 3.692840 -0.7 -1.6 1.1
H 4.813458 -1.110840 3.833479 0.2 0.8 -0.5
H 0.456467 -3.274804 -6.234768 -0.5 0.4 -0.7
H 3.197093 2.913951 -5.554703 0.5 -0.7 -0.2
H 0.681133 3.688816 -0.705677 -0.1 0.3 0.1
H 3.824329 -7.546306 -1.701842 -0.5 0.2 0.6
H 5.688124 0.276708 2.986780 -1.0 -0.8 0.2
H 6.170855 1.282116 -0.053442 -0.5 -0.4 -0.2
H 2.480965 -5.139886 -0.236716 -0.1 0.1 0.0
H 5.118576 -0.219826 -5.919872 -0.5 -0.2 -0.1
H -3.155946 -3.172452 1.721752 -0.2 1.2 0.2
H -2.116743 4.199006 5.089683 -0.2 -0.1 0.2
H -5.578921 3.065236 -2.278605 0.1 -0.1 0.4
H 1.821639 -2.950883 -3.070825 -0.5 0.1 0.4
H -1.509068 2.916533 3.969111 -0.2 0.7 0.1
H -5.570629 2.742951 1.735883 -0.3 -0.9 0.6
H -1.105315 -5.434564 -1.422155 0.0 0.6 0.3
H 4.788435 -0.231112 -7.716322 0.2 0.0 0.6
H 0.856821 0.459736 7.303125 0.7 0.3 0.0
H 2.777694 -6.306870 -2.388392 -0.1 -0.2 0.3
H -7.731906 -0.505514 -1.951472 -0.2 0.3 0.1
H 0.664371 1.007540 -4.835582 -0.5 1.0 -0.9
H 5.662235 2.834325 -4.151553 -0.5 0.4 1.2
H 2.953324 0.009956 5.586160 -0.9 1.1 0.4
H 2.936209 0.628581 -6.298564 -1.3 -0.4 0.0
H -1.989688 -2.552694 -0.921739 -0.4 -0.1 -0.5

# 2
11
Properties=species:S:1:pos:R:3:forces:R:3 method="wB97M-V/def2-TZVPD" lumo_energy_ev="0.8 / -1.8" multiplicity=3 de_lowest_ev=1.841 e_homo_ev="-4.45 / -9.96" total_energy_ha=-293.074238 s2=2.0337 gap_ev="5.3 / 8.1"
F 2.730908 -0.183102 0.104940 0.9 -0.2 1.2
C 0.188123 -0.467478 0.009896 -5.2 -2.1 0.9
C 1.447533 0.034860 -0.002467 1.8 4.9 -2.6
C -0.637929 -1.698167 -0.001389 -1.3 0.9 2.0
C -0.274065 2.170757 -0.106490 1.6 1.7 -0.2
C 0.172948 0.966249 -0.084298 5.6 -7.9 0.9
H -1.272159 2.200134 -0.091213 -3.8 1.5 0.1
H 0.482888 2.910351 -0.134211 -0.2 1.3 -0.1
H -1.433750 -1.487922 -0.707757 -0.2 -0.9 -0.5
H -1.212886 -1.742706 0.980028 0.4 0.2 -0.7
H -0.191611 -2.702980 0.032959 0.3 0.7 -1.0

# 3
15
Properties=species:S:1:pos:R:3:forces:R:3 method="wB97M-V/def2-TZVPD" lumo_energy_ev=0.1 de_lowest_ev=2.757 e_homo_ev=-9.11 smiles="CCN=C=N.N=C=O" total_energy_ha=-396.047100 gap_ev=9.2
O 3.035911 -0.371768 0.839813 -1.0 -0.5 0.4
N 1.244091 -2.603030 0.104108 0.8 0.0 -0.1
N 1.503164 1.190956 -0.059369 0.7 -1.0 0.7
N -0.491644 -0.942187 0.199243 1.8 -1.5 1.4
C 0.558146 -1.589924 0.173435 -2.6 -0.4 -0.6
C -0.986582 0.098153 -0.566474 1.8 2.6 -0.7
C -2.201978 0.769720 0.037742 0.0 -0.1 0.0
C 2.145112 0.302003 0.484962 1.7 2.4 -0.9
H -1.960317 1.151538 1.031088 -0.1 0.0 0.0
H -2.525976 1.600691 -0.589087 0.0 0.0 0.0
H -1.127604 -0.182431 -1.618494 0.0 0.0 0.1
H 1.578804 2.189591 0.035623 0.1 -0.2 0.2
H -3.031362 0.067593 0.135502 0.0 0.0 0.0
H 0.027730 0.851472 -0.516951 -3.2 -1.4 -0.6
H 2.232505 -2.532375 0.308858 0.0 0.0 0.2